The following is a quantum chemistry calculation of 8 unconnected molecules or ions with the total composition C49H113N7O8 in a non-equilibrium geometry, from the OMol25 dataset.

gap between HOMO and LUMO: 8.298 eV
E_HOMO: -7.913 eV
strongest force on any atom: 0.06975 hartree/bohr
energy relative to the best compared isomer or geometry (same formula, charge and spin): 4.854 eV
charge: 0
structure (SMILES): CC1(C)CCCC(C)(C)N1O.CC1(C)CCCC(C)(C)N1O.CC1(C)CCCC(C)(C)N1O.CC1(C)CCCC(C)(C)N1O.COC[C@H](C)N.COC[C@H](C)N.COC[C@H](C)N.CO

Each atom is followed by the atoms it is bonded to, with distances in Å.
CARTESIAN COORDINATES (ANGSTROEM)
1 C -6.172 7.964 8.447  C2 1.568, H12 1.090, H13 1.090, H14 1.090
2 C -5.962 8.804 9.754  C1 1.568, C3 1.570, C4 1.585, N10 1.508
3 C -7.395 9.167 10.284  C2 1.570, H15 1.090, H16 1.090, H17 1.090
4 C -5.248 7.882 10.827  C2 1.585, C5 1.494, H18 1.090, H19 1.090
5 C -3.762 7.925 10.672  C4 1.494, C6 1.637, H20 1.090, H21 1.090
6 C -3.149 9.442 10.633  C5 1.637, C7 1.526, H22 1.090, H23 1.090
7 C -3.831 10.326 9.593  C6 1.526, C8 1.569, C9 1.502, N10 1.502
8 C -3.601 11.839 9.936  C7 1.569, H24 1.090, H25 1.090, H26 1.090
9 C -3.262 10.015 8.239  C7 1.502, H27 1.090, H28 1.090, H29 1.090
10 N -5.323 10.158 9.571  C2 1.508, C7 1.502, O11 1.469
11 O -5.965 11.051 8.597  N10 1.469, H30 0.960
12 H -6.717 8.621 7.770  C1 1.090
13 H -5.296 7.615 7.898  C1 1.090
14 H -6.788 7.087 8.648  C1 1.090
15 H -8.288 9.272 9.668  C3 1.090
16 H -7.659 8.535 11.133  C3 1.090
17 H -7.464 10.136 10.779  C3 1.090
18 H -5.515 8.167 11.845  C4 1.090
19 H -5.423 6.832 10.596  C4 1.090
20 H -3.223 7.421 11.474  C5 1.090
21 H -3.554 7.393 9.743  C5 1.090
22 H -2.094 9.354 10.375  C6 1.090
23 H -3.174 9.832 11.651  C6 1.090
24 H -2.572 12.166 10.084  C8 1.090
25 H -4.161 12.063 10.844  C8 1.090
26 H -3.866 12.476 9.093  C8 1.090
27 H -3.472 8.978 7.976  C9 1.090
28 H -2.181 10.096 8.126  C9 1.090
29 H -3.611 10.780 7.545  C9 1.090
30 H -6.242 11.752 9.192  O11 0.960
31 C -0.105 7.937 19.002  C32 1.561, H42 1.090, H43 1.090, H44 1.090
32 C 0.117 7.045 17.740  C31 1.561, C33 1.571, C34 1.619, N40 1.482
33 C 1.380 6.121 17.877  C32 1.571, H45 1.090, H46 1.090, H47 1.090
34 C -1.148 6.035 17.766  C32 1.619, C35 1.527, H48 1.090, H49 1.090
35 C -1.431 5.431 16.391  C34 1.527, C36 1.576, H50 1.090, H51 1.090
36 C -1.756 6.652 15.449  C35 1.576, C37 1.537, H52 1.090, H53 1.090
37 C -0.535 7.559 15.230  C36 1.537, C38 1.522, C39 1.559, N40 1.511
38 C 0.532 6.856 14.403  C37 1.522, H54 1.090, H55 1.090, H56 1.090
39 C -1.001 8.820 14.440  C37 1.559, H57 1.090, H58 1.090, H59 1.090
40 N -0.023 7.970 16.590  C32 1.482, C37 1.511, O41 1.412
41 O 1.190 8.673 16.424  N40 1.412, H60 0.960
42 H 0.578 8.784 19.073  C31 1.090
43 H -1.110 8.320 18.828  C31 1.090
44 H -0.156 7.352 19.920  C31 1.090
45 H 1.482 5.598 16.926  C33 1.090
46 H 2.281 6.731 17.933  C33 1.090
47 H 1.422 5.581 18.823  C33 1.090
48 H -1.020 5.187 18.439  C34 1.090
49 H -2.140 6.430 17.984  C34 1.090
50 H -0.565 4.979 15.909  C35 1.090
51 H -2.198 4.660 16.464  C35 1.090
52 H -2.577 7.274 15.804  C36 1.090
53 H -2.152 6.456 14.453  C36 1.090
54 H 0.159 6.456 13.461  C38 1.090
55 H 1.134 6.066 14.852  C38 1.090
56 H 1.279 7.592 14.104  C38 1.090
57 H -0.346 9.668 14.639  C39 1.090
58 H -2.059 9.067 14.525  C39 1.090
59 H -0.756 8.689 13.386  C39 1.090
60 H 0.869 9.565 16.269  O41 0.960
61 C -9.470 17.377 11.384  C62 1.559, H72 1.090, H73 1.090, H74 1.090
62 C -7.913 17.386 11.327  C61 1.559, C63 1.541, C64 1.506, N70 1.483
63 C -7.438 17.806 9.922  C62 1.541, H75 1.090, H76 1.090, H77 1.090
64 C -7.464 18.422 12.324  C62 1.506, C65 1.507, H78 1.090, H79 1.090
65 C -5.988 18.444 12.627  C64 1.507, C66 1.533, H80 1.090, H81 1.090
66 C -5.473 17.058 13.035  C65 1.533, C67 1.524, H82 1.090, H83 1.090
67 C -5.914 15.858 12.206  C66 1.524, C68 1.511, C69 1.572, N70 1.491
68 C -4.960 15.769 11.038  C67 1.511, H84 1.090, H85 1.090, H86 1.090
69 C -5.828 14.574 13.108  C67 1.572, H87 1.090, H88 1.090, H89 1.090
70 N -7.288 16.087 11.676  C62 1.483, C67 1.491, O71 1.354
71 O -7.837 15.033 11.027  N70 1.354, H90 0.960
72 H -10.042 16.849 10.620  C61 1.090
73 H -9.811 18.405 11.261  C61 1.090
74 H -9.746 17.033 12.380  C61 1.090
75 H -6.425 18.208 9.929  C63 1.090
76 H -8.105 18.577 9.537  C63 1.090
77 H -7.632 16.959 9.264  C63 1.090
78 H -7.704 19.424 11.967  C64 1.090
79 H -8.115 18.353 13.196  C64 1.090
80 H -5.847 19.109 13.478  C65 1.090
81 H -5.441 19.009 11.872  C65 1.090
82 H -5.567 16.870 14.104  C66 1.090
83 H -4.388 17.132 13.112  C66 1.090
84 H -5.177 14.924 10.385  C68 1.090
85 H -5.091 16.702 10.492  C68 1.090
86 H -3.894 15.662 11.239  C68 1.090
87 H -5.492 13.708 12.537  C69 1.090
88 H -5.095 14.828 13.873  C69 1.090
89 H -6.736 14.518 13.710  C69 1.090
90 H -8.559 14.874 11.640  O71 0.960
91 C 0.804 10.389 10.017  C92 1.551, H102 1.090, H103 1.090, H104 1.090
92 C 1.800 11.519 9.652  C91 1.551, C93 1.588, C94 1.579, N100 1.475
93 C 3.143 10.740 9.315  C92 1.588, H105 1.090, H106 1.090, H107 1.090
94 C 1.292 12.141 8.292  C92 1.579, C95 1.571, H108 1.090, H109 1.090
95 C 2.042 13.488 7.988  C94 1.571, C96 1.608, H110 1.090, H111 1.090
96 C 1.915 14.467 9.258  C95 1.608, C97 1.622, H112 1.090, H113 1.090
97 C 2.471 13.828 10.642  C96 1.622, C98 1.515, C99 1.538, N100 1.481
98 C 3.976 13.733 10.493  C97 1.515, H114 1.090, H115 1.090, H116 1.090
99 C 2.059 14.713 11.830  C97 1.538, H117 1.090, H118 1.090, H119 1.090
100 N 1.872 12.479 10.769  C92 1.475, C97 1.481, O101 1.375
101 O 2.089 11.900 11.997  N100 1.375, H120 0.960
102 H 1.077 9.862 10.931  C91 1.090
103 H -0.203 10.793 10.122  C91 1.090
104 H 0.579 9.609 9.289  C91 1.090
105 H 2.997 9.750 8.884  C93 1.090
106 H 3.828 11.333 8.710  C93 1.090
107 H 3.644 10.617 10.275  C93 1.090
108 H 1.558 11.396 7.543  C94 1.090
109 H 0.226 12.362 8.244  C94 1.090
110 H 3.102 13.350 7.777  C95 1.090
111 H 1.656 14.149 7.212  C95 1.090
112 H 0.966 14.976 9.425  C96 1.090
113 H 2.686 15.208 9.050  C96 1.090
114 H 4.489 13.280 11.341  C98 1.090
115 H 4.264 14.767 10.308  C98 1.090
116 H 4.310 13.154 9.632  C98 1.090
117 H 1.015 14.488 12.046  C99 1.090
118 H 2.259 15.771 11.657  C99 1.090
119 H 2.678 14.388 12.666  C99 1.090
120 H 1.234 12.026 12.414  O101 0.960
121 C -5.439 10.662 14.408  O122 1.383, H127 1.090, H128 1.090, H129 1.090
122 O -5.557 10.773 15.781  C121 1.383, C123 1.423
123 C -4.627 11.662 16.391  O122 1.423, C124 1.613, H130 1.090, H131 1.090
124 C -4.538 11.591 17.999  C123 1.613, C125 1.538, N126 1.482, H132 1.090
125 C -4.119 10.181 18.448  C124 1.538, H133 1.090, H134 1.090, H135 1.090
126 N -5.787 11.780 18.776  C124 1.482, H136 1.010, H137 1.010
127 H -5.518 11.670 14.002  C121 1.090
128 H -6.247 10.044 14.014  C121 1.090
129 H -4.641 10.063 13.968  C121 1.090
130 H -3.591 11.450 16.124  C123 1.090
131 H -4.823 12.678 16.049  C123 1.090
132 H -3.748 12.252 18.354  C124 1.090
133 H -3.118 9.902 18.120  C125 1.090
134 H -4.724 9.423 17.951  C125 1.090
135 H -4.179 10.063 19.530  C125 1.090
136 H -5.812 11.111 19.532  N126 1.010
137 H -6.569 11.624 18.156  N126 1.010
138 C -0.237 18.133 19.112  O139 1.410, H144 1.090, H145 1.090, H146 1.090
139 O -0.738 17.537 17.937  C138 1.410, C140 1.494
140 C 0.231 17.619 16.802  O139 1.494, C141 1.539, H147 1.090, H148 1.090
141 C 0.086 16.414 15.856  C140 1.539, C142 1.527, N143 1.469, H149 1.090
142 C 1.042 16.380 14.666  C141 1.527, H150 1.090, H151 1.090, H152 1.090
143 N -1.288 16.326 15.341  C141 1.469, H153 1.010, H154 1.010
144 H 0.768 17.766 19.321  C138 1.090
145 H -0.869 17.809 19.940  C138 1.090
146 H -0.274 19.221 19.064  C138 1.090
147 H 0.085 18.592 16.334  C140 1.090
148 H 1.260 17.643 17.161  C140 1.090
149 H 0.205 15.535 16.489  C141 1.090
150 H 0.856 17.089 13.860  C142 1.090
151 H 0.852 15.430 14.167  C142 1.090
152 H 2.096 16.290 14.931  C142 1.090
153 H -1.877 16.260 16.158  N143 1.010
154 H -1.522 16.996 14.622  N143 1.010
155 C 2.260 12.164 20.358  O156 1.396, H161 1.090, H162 1.090, H163 1.090
156 O 1.780 12.807 19.216  C155 1.396, C157 1.487
157 C 1.516 11.861 18.099  O156 1.487, C158 1.547, H164 1.090, H165 1.090
158 C 0.757 12.624 16.988  C157 1.547, C159 1.508, N160 1.502, H166 1.090
159 C -0.642 13.039 17.372  C158 1.508, H167 1.090, H168 1.090, H169 1.090
160 N 0.607 11.572 15.925  C158 1.502, H170 1.010, H171 1.010
161 H 1.500 11.489 20.751  C155 1.090
162 H 2.632 12.859 21.111  C155 1.090
163 H 3.145 11.613 20.039  C155 1.090
164 H 2.455 11.503 17.675  C157 1.090
165 H 0.901 11.071 18.530  C157 1.090
166 H 1.408 13.427 16.642  C158 1.090
167 H -1.140 13.609 16.588  C159 1.090
168 H -0.557 13.607 18.299  C159 1.090
169 H -1.311 12.196 17.543  C159 1.090
170 H 1.401 11.449 15.313  N160 1.010
171 H -0.037 12.077 15.334  N160 1.010
172 C -1.945 12.797 13.204  O173 1.387, H174 1.090, H175 1.090, H176 1.090
173 O -0.910 13.371 13.928  C172 1.387, H177 0.960
174 H -1.902 13.359 12.271  C172 1.090
175 H -1.650 11.772 12.980  C172 1.090
176 H -2.894 12.847 13.740  C172 1.090
177 H -1.090 14.269 14.216  O173 0.960